The following is a DFT calculation (the ωB97M-V functional and the def2-TZVPD basis) of C3H3O3Y as an isolated structure in a non-equilibrium geometry.

XYZ file:
```
10
Properties=species:S:1:pos:R:3:forces:R:3
C 1.1228 -0.4301 -0.4358 -3.83 0.16 -0.36
C -1.1584 -0.4449 0.1165 -1.70 1.49 0.94
O -0.1248 -0.7064 -0.7698 3.12 -1.43 -0.77
O 1.4261 0.7820 -0.2472 3.32 0.94 0.81
C -1.7080 0.7620 0.1524 0.60 -0.53 1.19
H -1.4854 -1.3023 0.7040 0.29 0.09 -0.29
H -2.3884 0.9147 1.0024 -0.10 0.18 -0.88
H -1.3288 1.5920 -0.4439 -0.38 -0.23 0.09
O 1.9988 -1.3304 -0.2903 2.82 0.22 0.29
Y 3.6463 0.1633 0.2117 -4.13 -0.90 -1.04
```
Forces are in eV/Å.

* E: -379.4329 Ha
* orbital gap: 4.578 eV
* HOMO level: -16.6541 eV
* total charge: +2